[1]
The following is a DFT calculation (wB97M-V/def2-TZVPD) of a 2-piece molecular cluster, C5H16N2O overall.

Output
ΔE to the lowest compared entry with this formula, charge and spin	77.54	kJ/mol
HOMO energy	-0.3239	hartree
SMILES	CC(C)N.NCCO
LUMO energy	0.900	eV
total charge	0

Each line ends with the natural charge from an NBO analysis.
Positions of all 24 atoms, in Å:
C: -0.2483 -0.6254 1.8215  -0.06
H: 1.0315 0.6294 2.8773  0.17
H: -0.8524 2.3265 3.2204  0.36
H: -1.0068 -1.7798 -1.3768  0.38
H: -0.8473 1.1533 -3.5739  0.21
H: -0.7975 0.6403 -1.1981  0.20
H: 0.0552 -0.3038 -4.0283  0.21
H: -0.4466 -1.3962 2.5745  0.16
H: 1.1917 1.7325 -2.1975  0.22
H: 0.4348 -1.1936 0.0459  0.48
H: -1.1674 -0.6710 1.1917  0.14
H: 0.3094 1.3901 1.5086  0.18
H: -1.0363 0.9372 4.0860  0.35
H: -1.5562 -0.4300 -3.4520  0.21
C: 1.2270 0.7284 -1.7650  -0.63
N: -1.0198 1.3311 3.1552  -0.84
C: -0.1288 0.0634 -1.8453  -0.06
H: 2.0371 0.1816 -2.2570  0.21
N: -0.1156 -1.3080 -1.3156  -0.82
C: 0.0667 0.7509 2.3635  -0.24
H: 0.5944 -1.8795 -1.7610  0.38
C: -0.6321 0.1227 -3.2829  -0.62
H: 1.5818 0.8874 -0.7375  0.24
O: 0.8368 -1.0767 1.0269  -0.81

Forces on the atoms, in the same order (eV/Å):
C -0.26 -1.03 -1.12
H -0.14 0.18 0.26
H -0.18 -0.01 0.31
H -0.08 0.09 -0.16
H 0.15 0.01 -0.02
H -0.12 -0.13 -0.10
H 0.23 0.19 0.42
H 0.10 0.37 0.54
H -0.14 -0.19 -0.19
H 0.83 0.05 1.94
H 0.18 0.59 0.35
H -0.33 0.06 0.04
H 0.02 0.09 0.06
H -0.21 -0.05 0.35
C 0.89 0.44 0.74
N 0.33 0.06 -0.44
C -0.26 -0.04 -0.58
H -0.27 -0.13 -0.23
N 0.35 0.10 -0.39
C 0.24 -0.42 -0.04
H -0.11 0.00 -0.18
C -0.41 0.02 -0.60
H -0.31 -0.30 -0.08
O -0.50 0.06 -0.87

=====

[2]
The following is a DFT calculation (wB97M-V/def2-TZVPD) of a 3-piece molecular cluster, C5H16N2O overall.

Output
ΔE to the lowest compared entry with this formula, charge and spin	864.16	kJ/mol
HOMO energy	-0.2947	hartree
LUMO energy	-3.888	eV
total charge	0

Each line ends with the natural charge from an NBO analysis.
Positions of all 24 atoms, in Å:
H: -2.4694 -1.3288 -0.3888  0.19
C: 2.1056 0.4020 1.3088  -0.68
H: 2.0442 -0.1479 2.2873  0.20
C: -0.1496 -1.4424 1.4635  -0.61
H: -0.3266 -0.6149 2.1808  0.24
H: -0.3517 0.3291 0.3017  0.31
H: 1.3539 1.2710 1.2850  0.30
H: -1.2044 0.9965 -1.1225  0.38
H: 3.1275 0.9658 1.1896  0.23
H: -0.4323 2.5416 1.3010  0.42
N: -0.4168 -1.2333 -1.0603  -0.06
H: 0.4528 2.6877 -2.0011  -0.02
H: 1.9817 -0.1022 -0.8727  0.23
H: -2.1572 -1.3715 -2.1966  0.20
C: 0.1783 -0.6983 0.1436  -0.16
H: 0.4257 -2.2421 1.9197  0.24
C: 1.6454 -0.4404 0.1008  -0.42
H: 1.1990 2.7646 -1.8067  0.02
H: 2.0109 -1.4827 0.1458  0.21
N: -2.0332 0.5784 -1.4716  -0.72
H: -1.1421 -1.8951 1.2402  0.21
H: -2.0659 0.6960 -2.4471  0.37
O: 0.3810 2.5164 0.7316  -0.93
C: -1.8369 -0.9233 -1.2077  -0.15

Forces on the atoms, in the same order (eV/Å):
H 0.36 0.63 -0.22
C 0.56 1.52 0.01
H 0.31 0.48 -0.99
C -3.52 0.86 0.39
H 0.19 -0.90 -0.02
H 0.42 -0.01 0.09
H 1.02 -0.86 0.53
H 0.70 1.29 0.27
H -1.72 -1.60 0.12
H 0.97 0.16 -0.64
N 0.33 2.42 1.39
H 1.11 0.14 0.19
H -0.10 0.58 -0.03
H 0.22 -0.02 1.40
C -0.37 -0.19 -1.25
H 0.91 0.26 -0.77
C 1.15 -1.44 -0.05
H -1.08 -0.13 -0.33
H 0.63 0.27 0.13
N 0.14 -2.62 1.81
H 0.38 0.19 0.71
H 0.08 0.35 -1.40
O -2.02 -0.71 0.29
C -0.67 -0.65 -1.65

=====

[3]
The following is a DFT calculation (wB97M-V/def2-TZVPD) of a 2-piece molecular cluster, C5H16N2O overall.

Output
ΔE to the lowest compared entry with this formula, charge and spin	256.31	kJ/mol
HOMO energy	-0.3274	hartree
SMILES	C[C@@H](CN)N(C)C.O
LUMO energy	0.896	eV
total charge	0

Each line ends with the natural charge from an NBO analysis.
Positions of all 24 atoms, in Å:
C: -2.0360 0.7491 0.9637  -0.42
H: 2.4896 0.8062 -0.9178  0.36
H: 2.9382 -0.6321 -1.3237  0.35
H: 1.3775 -1.6693 -0.0419  0.19
H: -0.1592 -0.5145 2.7312  0.21
H: 0.6537 0.8390 0.9143  0.19
O: 0.5373 2.2412 -1.9552  -0.98
H: 0.8962 2.5592 -1.0401  0.48
H: 0.3775 -1.9392 1.6170  0.19
C: 0.5509 -0.9203 1.9472  -0.65
C: -1.8373 -1.2928 -0.2341  -0.43
C: 1.1598 -0.8022 -0.5211  -0.23
N: -1.1388 0.0028 0.0467  -0.47
C: 0.3263 -0.1433 0.6395  -0.02
H: -1.4796 1.6253 1.5265  0.19
H: 0.5417 -0.8067 -1.4273  0.18
H: -0.2240 1.5597 -1.9068  0.50
H: 1.5430 -1.0373 2.3034  0.23
H: -1.3423 -1.6915 -1.0829  0.20
H: -2.7662 1.2797 0.3148  0.20
H: -2.9604 -1.0863 -0.4528  0.21
H: -2.5323 0.1472 1.6753  0.18
H: -1.6791 -2.0184 0.5156  0.18
N: 2.4309 -0.1306 -0.6944  -0.84

Forces on the atoms, in the same order (eV/Å):
C 1.73 2.99 -0.85
H -0.67 2.13 -0.67
H 2.02 -1.48 -2.02
H 0.63 -3.41 0.06
H 0.90 -0.93 -0.64
H 0.01 1.04 -0.75
O -0.28 -0.27 1.59
H -1.74 -1.41 -2.40
H -0.93 -0.62 0.81
C -2.66 -0.25 -0.67
C -0.57 2.08 -0.81
C -1.00 4.38 0.55
N 0.71 -0.19 2.20
C -0.98 -0.26 -1.33
H -0.84 -1.82 -1.05
H 0.14 -0.50 0.18
H 1.94 1.69 0.95
H 1.17 0.96 0.21
H -0.01 -0.53 -1.19
H 0.10 -0.44 0.54
H 2.06 -0.47 0.41
H -0.59 -0.75 0.95
H -0.37 -0.78 1.38
N -0.77 -1.17 2.54

=====

[4]
The following is a DFT calculation (wB97M-V/def2-TZVPD) of a 2-piece molecular cluster, C5H16N2O2 overall.

Output
ΔE to the lowest compared entry with this formula, charge and spin	113.94	kJ/mol
HOMO energy	-0.3354	hartree
SMILES	C[C@H](O)CCNCN.O
LUMO energy	0.692	eV
total charge	0

Each line ends with the natural charge from an NBO analysis.
Positions of all 25 atoms, in Å:
O: -1.2519 0.5045 2.4836  -0.96
C: 0.7624 -0.3935 -0.2164  -0.23
H: 2.0472 1.7671 2.7568  0.36
H: -1.3843 0.3065 -3.1463  0.46
H: -1.7866 0.2630 -0.6974  0.16
H: -0.2986 0.5420 2.6454  0.49
O: -2.0671 -0.1876 -2.6810  -0.73
H: 2.3601 2.4099 0.6831  0.18
N: 1.0206 1.0279 -0.0704  -0.64
H: 2.8194 0.3722 2.4132  0.36
H: -3.1654 -1.5394 -0.6621  0.22
H: 3.0062 0.7534 0.3899  0.17
C: 2.1704 1.3425 0.7401  -0.05
C: -1.4911 -0.5300 -1.3892  0.10
H: 0.2602 1.5623 0.3041  0.36
H: -1.5305 1.4170 2.3294  0.46
H: 0.4443 0.0051 -2.2377  0.20
N: 2.0081 0.9317 2.1765  -0.89
H: 1.7127 -0.9228 -0.2101  0.19
C: 0.0149 -0.6855 -1.5257  -0.43
H: -1.7758 -2.1236 -0.0038  0.21
C: -2.1741 -1.8285 -0.9844  -0.63
H: 0.1598 -0.7570 0.6076  0.19
H: 0.2404 -1.6723 -1.9289  0.21
H: -2.1014 -2.5649 -1.7764  0.22

Forces on the atoms, in the same order (eV/Å):
O -0.12 0.19 -0.08
C -0.66 -0.17 -0.27
H 0.03 -0.27 0.06
H -0.20 0.08 -0.10
H 0.34 0.02 0.21
H 0.14 0.05 -0.10
O 0.38 -0.04 0.34
H 0.18 0.08 -0.14
N 1.11 0.47 -0.19
H -0.18 -0.02 0.35
H -0.74 -0.39 -0.70
H 0.35 0.22 -0.52
C -0.63 -0.74 0.73
C -0.41 -0.27 -1.32
H -0.73 -0.15 -0.05
H 0.11 -0.24 0.12
H -0.11 0.44 -0.40
N 0.14 0.56 -0.29
H 0.13 0.03 0.04
C 0.32 0.12 0.50
H 0.45 -0.51 -0.44
C 0.31 1.29 1.49
H 0.00 -0.35 0.39
H -0.04 -0.24 0.21
H -0.17 -0.17 0.17

=====

E_tot for the records above, in order: -384.8285 -384.5289 -384.7605 -460.0731 a.u.
Max |F| for the records above, in order: 2.11 3.65 4.53 1.99 eV/A
Gap between HOMO and LUMO for the records above, in order: 9.715 4.132 9.806 9.819 eV